Entry 1:
Molecular formula: C27H27BBr2Cl40F3N2O3
Method: DFT, the ωB97M-V functional and the def2-TZVPD basis

```
105
Properties=species:S:1:pos:R:3:mulliken_charge:R:1
C -1.641 2.579 5.481 -1.06
C -0.829 1.348 5.822 -0.37
O -0.118 0.904 4.642 -0.60
B -0.538 -0.278 4.109 0.61
O -0.633 -1.441 4.809 -0.41
C -0.996 -0.340 2.578 0.25
C -2.370 -0.251 2.354 -0.79
C -2.845 -0.270 1.066 0.15
C -4.303 -0.231 0.717 -1.59
C -4.821 -1.675 0.573 -0.03
O -5.738 -1.754 -0.491 -0.59
C -5.450 -2.223 1.885 0.73
F -5.192 -1.448 2.948 -0.27
F -6.752 -2.388 1.781 -0.27
F -4.904 -3.420 2.150 -0.22
N -1.959 -0.350 0.063 0.43
C -0.618 -0.444 0.225 0.21
C 0.137 -0.496 -1.073 -1.02
Br 1.098 -2.166 -1.233 0.21
C 1.028 0.782 -1.369 -0.12
C 0.978 1.875 -0.309 -1.63
Br 2.885 0.336 -1.727 0.05
C -0.090 -0.465 1.508 0.38
C 1.386 -0.562 1.798 0.11
C 1.828 -1.756 2.675 -0.18
C 2.533 -2.917 1.950 -0.90
C 1.681 -4.175 1.834 -0.78
N 1.112 -4.574 3.121 -0.43
H -2.199 2.886 6.363 0.40
H -1.003 3.395 5.155 0.28
H -2.352 2.367 4.683 0.18
H -0.109 1.610 6.595 0.39
H -1.475 0.572 6.230 0.32
H 0.022 -1.461 5.518 0.32
H -3.050 -0.175 3.187 0.68
H -4.861 0.325 1.461 0.59
H -4.457 0.261 -0.243 0.40
H -3.989 -2.344 0.353 0.56
H -5.633 -2.612 -0.911 0.40
H -2.327 -0.340 -0.880 0.35
H -0.578 -0.556 -1.889 0.58
H 0.661 1.211 -2.294 0.62
H 1.687 1.696 0.492 0.38
H -0.026 2.070 0.062 0.42
H 1.316 2.796 -0.782 0.53
H 1.659 0.362 2.310 -0.14
H 1.975 -0.570 0.885 -0.03
H 2.542 -1.341 3.386 0.10
H 1.023 -2.181 3.263 0.45
H 3.416 -3.173 2.536 0.43
H 2.903 -2.565 0.988 0.26
H 2.342 -4.973 1.486 0.48
H 0.899 -4.090 1.081 0.23
H 0.111 -4.673 3.101 0.12
H 1.546 -5.396 3.503 0.22
C -4.696 -6.059 4.827 0.36
Cl -5.374 -6.877 6.244 -0.12
Cl -2.964 -6.371 4.690 -0.08
Cl -5.515 -6.637 3.375 -0.10
Cl -4.948 -4.317 4.994 -0.09
C 5.601 3.908 -1.399 0.15
Cl 5.750 4.676 -2.979 -0.09
Cl 4.367 2.614 -1.481 -0.06
Cl 7.147 3.195 -0.933 -0.09
Cl 5.113 5.109 -0.198 -0.08
C -0.330 -4.153 -5.246 0.09
Cl 0.084 -3.339 -3.717 -0.15
Cl -2.081 -4.076 -5.498 -0.10
Cl 0.510 -3.339 -6.567 0.00
Cl 0.175 -5.837 -5.157 -0.07
C 3.813 8.517 -2.945 0.28
Cl 3.634 8.012 -4.628 -0.08
Cl 5.514 8.429 -2.482 -0.09
Cl 3.234 10.171 -2.753 -0.05
Cl 2.864 7.441 -1.908 -0.08
C 0.540 10.519 -6.050 0.31
Cl 0.779 9.793 -7.642 -0.10
Cl 0.375 9.241 -4.839 -0.08
Cl 1.930 11.535 -5.655 -0.08
Cl -0.922 11.505 -6.059 -0.04
C -1.234 -6.508 -8.966 0.33
Cl -1.620 -6.890 -10.645 -0.10
Cl 0.466 -6.879 -8.661 -0.08
Cl -1.528 -4.790 -8.668 -0.07
Cl -2.254 -7.470 -7.891 -0.09
C 4.872 1.334 3.456 0.26
Cl 4.713 -0.430 3.502 -0.05
Cl 3.303 2.064 3.849 -0.09
Cl 6.070 1.853 4.635 -0.09
Cl 5.362 1.832 1.838 0.00
C 4.700 -2.649 -7.703 0.33
Cl 5.798 -1.282 -7.893 -0.09
Cl 3.364 -2.498 -8.851 -0.10
Cl 5.568 -4.154 -8.006 -0.09
Cl 4.053 -2.663 -6.058 -0.06
C -1.936 14.212 -3.314 0.31
Cl -1.777 14.971 -4.900 -0.08
Cl -3.174 12.951 -3.387 -0.09
Cl -0.391 13.491 -2.849 -0.04
Cl -2.403 15.426 -2.122 -0.11
C -2.294 -10.579 6.624 0.29
Cl -2.261 -11.432 5.077 -0.10
Cl -2.719 -11.707 7.911 -0.09
Cl -0.698 -9.888 6.948 -0.11
Cl -3.489 -9.279 6.552 0.00
```

Highest occupied orbital energy in eV: -11.40
Total charge: +1
Orbital gap in eV: 7.625
Total energy in Eh: -25260.151972

Entry 2:
Molecular formula: C4H6N4O2S2
Method: DFT, the ωB97M-V functional and the def2-TZVPD basis

```
18
Properties=species:S:1:pos:R:3:mulliken_charge:R:1
C 0.360 0.535 -3.040 -0.28
N 0.430 0.585 -1.743 -0.81
N 0.636 -0.432 -0.886 0.65
C 0.401 -1.792 -0.983 0.03
C 0.604 -2.246 0.311 -0.44
N 1.000 -1.196 1.129 -0.61
C 1.008 -0.098 0.386 0.53
S 0.999 1.641 0.685 -0.16
S -0.978 1.387 1.319 1.01
N -0.990 1.007 2.926 -0.52
O -1.594 2.692 1.185 -0.62
O -1.506 0.316 0.540 -0.52
H 0.226 1.457 -3.520 0.28
H 0.298 -0.430 -3.654 0.16
H -0.090 -2.149 -1.903 0.31
H 0.214 -3.191 0.716 0.36
H -0.505 0.176 3.007 0.32
H -0.512 1.737 3.525 0.30
```

Highest occupied orbital energy in eV: -9.25
Structure (SMILES): C=Nn1ccnc1SS(N)(=O)=O
Orbital gap in eV: 9.249
Total energy in Eh: -1321.803643

Entry 3:
Molecular formula: C3H7OPS2
Method: DFT, the ωB97M-V functional and the def2-TZVPD basis

```
14
Properties=species:S:1:pos:R:3:mulliken_charge:R:1
C 1.819 -0.118 1.328 -0.99
P 1.285 -0.149 -0.394 0.71
O 2.388 -0.328 -1.348 -0.64
S 0.097 1.535 -0.883 -0.17
C -1.430 0.792 -0.231 -0.53
C -1.562 -0.491 -0.861 -0.61
S -0.241 -1.729 -0.538 -0.18
H 1.351 0.754 1.752 0.33
H 1.310 -0.895 1.921 0.35
H 2.835 -0.252 1.352 0.35
H -2.194 1.513 -0.619 0.32
H -1.484 0.768 0.874 0.28
H -2.399 -0.982 -0.462 0.39
H -1.776 -0.419 -1.891 0.38
```

Highest occupied orbital energy in eV: -9.37
Structure (SMILES): CP1(=O)SCCS1
Orbital gap in eV: 9.692
Total energy in Eh: -1331.515693

Entry 4:
Molecular formula: C4H5N
Method: DFT, the ωB97M-V functional and the def2-TZVPD basis

```
10
Properties=species:S:1:pos:R:3:mulliken_charge:R:1
C -0.719 0.612 -1.568 -0.73
C -0.382 0.172 -0.368 0.21
C 0.629 -0.769 -0.010 -0.52
C 1.174 -0.558 1.192 0.52
N 1.117 -0.016 2.265 -0.57
H -1.496 1.338 -1.744 0.26
H -0.277 0.197 -2.466 0.27
H -0.765 0.697 0.662 -0.07
H 0.735 -1.702 -0.540 0.33
H -0.015 0.028 2.576 0.31
```

Highest occupied orbital energy in eV: -8.36
Structure (SMILES): C=CC=C=N
Orbital gap in eV: 8.187
Total energy in Eh: -210.038066

Entry 5:
Molecular formula: C47H47AsF9N5P2Sc
Method: DFT, the ωB97M-V functional and the def2-TZVPD basis

```
112
Properties=species:S:1:pos:R:3:mulliken_charge:R:1
Sc -27.896 -2.107 3.700 -1.21
F -29.608 -1.944 4.493 -0.83
F -27.716 -3.448 0.767 -0.30
C -28.674 -2.950 1.627 1.12
F -28.319 -1.464 1.740 -0.14
C -29.928 -3.043 0.748 0.48
F -31.068 -2.735 1.393 -0.25
F -29.786 -2.332 -0.385 -0.20
F -30.014 -4.307 0.301 -0.27
F -23.787 -8.958 1.096 -0.28
C -22.682 -8.304 1.549 0.98
F -22.300 -8.986 2.678 -0.29
F -21.844 -8.512 0.561 -0.26
C -22.981 -6.924 1.909 0.07
C -23.369 -6.644 3.251 -0.63
C -23.940 -5.395 3.549 -0.18
C -24.138 -4.503 2.496 0.10
C -23.583 -4.716 1.218 -0.81
C -23.052 -5.946 0.884 -1.24
C -25.013 -3.386 2.685 1.16
C -25.828 -2.586 3.126 -0.28
H -23.257 -7.404 4.023 0.48
H -24.258 -5.122 4.555 0.50
H -23.614 -3.830 0.555 0.58
H -22.626 -6.164 -0.027 0.62
C -29.242 -7.225 2.356 -0.80
N -30.091 -6.675 3.506 0.12
C -29.861 -7.374 4.816 -0.78
N -28.467 -7.532 5.075 0.24
C -27.797 -8.124 3.920 -1.13
N -27.891 -7.318 2.701 0.23
C -27.239 -6.051 2.796 -0.41
P -27.979 -4.996 4.150 1.91
C -29.727 -5.243 3.781 -1.27
C -27.870 -6.285 5.499 -1.24
H -29.462 -6.509 1.542 0.41
H -29.703 -8.202 2.086 0.32
H -31.035 -6.803 3.247 0.34
H -30.305 -8.351 4.640 0.41
H -30.342 -6.780 5.636 0.38
H -28.183 -9.090 3.678 0.33
H -26.747 -8.285 4.119 0.42
H -27.341 -5.594 1.835 0.40
H -26.171 -6.163 2.965 -0.27
H -30.013 -4.643 2.964 0.35
H -30.354 -4.984 4.674 0.40
H -28.400 -5.907 6.360 0.52
H -26.809 -6.450 5.744 0.44
C -26.312 1.292 2.163 -1.16
C -27.419 1.851 1.210 -1.62
As -26.954 2.358 -0.621 0.16
C -25.511 3.567 -0.095 0.16
C -24.090 3.361 -0.179 -0.05
C -23.206 4.398 0.117 -0.80
C -23.724 5.602 0.609 -0.34
C -25.077 5.800 0.712 -0.71
C -25.946 4.800 0.358 -0.18
C -26.050 0.741 -1.110 0.30
C -26.482 -0.512 -0.712 0.14
C -25.941 -1.652 -1.256 -0.28
C -25.019 -1.588 -2.243 -0.92
C -24.631 -0.372 -2.730 -0.83
C -25.099 0.787 -2.133 -0.62
P -26.887 0.618 3.771 1.09
C -25.344 0.485 4.707 0.68
C -25.361 1.018 6.060 -0.44
C -24.215 1.022 6.860 -0.90
C -23.051 0.571 6.279 -0.65
C -22.987 0.054 5.027 -0.65
C -24.126 -0.091 4.211 -0.31
C -27.811 2.111 4.358 0.22
C -27.157 3.307 4.485 -0.12
C -27.818 4.413 4.973 -0.93
C -29.177 4.290 5.331 -0.52
C -29.824 3.090 5.172 -0.60
C -29.137 1.998 4.735 -0.52
H -25.555 2.015 2.369 1.10
H -25.583 0.556 1.708 0.74
H -27.736 2.782 1.684 0.74
H -28.310 1.214 1.022 0.14
H -23.792 2.412 -0.610 0.52
H -22.128 4.269 0.042 0.38
H -23.031 6.453 0.747 0.33
H -25.487 6.793 1.032 0.35
H -27.061 4.885 0.381 0.30
H -27.132 -0.598 0.139 0.04
H -26.317 -2.609 -0.954 0.53
H -24.586 -2.431 -2.710 0.49
H -24.028 -0.269 -3.575 0.47
H -24.849 1.779 -2.520 0.51
H -26.292 1.451 6.447 0.41
H -24.223 1.433 7.851 0.55
H -22.064 0.717 6.728 0.37
H -22.062 -0.261 4.531 0.45
H -24.137 -0.585 3.250 0.40
H -26.196 3.369 4.024 0.46
H -27.283 5.299 5.225 0.46
H -29.678 5.118 5.822 0.38
H -30.888 3.072 5.277 0.44
H -29.645 1.030 4.622 0.37
C -24.495 -2.287 8.400 -0.95
N -25.694 -2.159 7.617 0.50
C -26.936 -1.818 8.135 -0.48
C -27.759 -1.801 7.036 -1.33
N -27.064 -2.111 5.907 1.01
C -25.841 -2.451 6.297 -0.95
H -24.443 -3.278 8.781 0.32
H -24.538 -1.605 9.248 0.31
H -23.656 -2.013 7.760 0.36
H -27.042 -1.445 9.139 0.40
H -28.745 -1.476 7.070 0.64
H -24.978 -2.784 5.695 0.36
```

Highest occupied orbital energy in eV: -9.82
Total charge: +1
Orbital gap in eV: 7.316
Total energy in Eh: -6670.750207

Which value of orbital gap does entry 5 give?
7.316 eV

Among the records above, which one has the highest highest occupied orbital energy?
C4H5N